(1)
67
Properties=species:S:1:pos:R:3:forces:R:3 method="wB97M-V/def2-TZVPD" gap_ev="9.65 / 9.68" total_charge=+2 lumo_ev="-5.064 / -5.030" e_above_lowest_kcal_mol=0.00 spin_multiplicity=1
Fe 0.617413 0.183453 0.143653 0.8338 0.9229 0.6755
C -1.925162 -0.040445 1.806691 -0.0862 -0.0112 0.0586
C -3.231605 -0.267061 1.020700 0.0520 -0.1999 -0.0491
C -3.381529 -0.195455 -0.489375 -0.0033 0.1409 0.0063
C -4.525994 0.401996 -1.018563 0.0772 0.0822 0.0517
C -4.744435 0.362872 -2.384497 0.0226 -0.0175 -0.0260
C -3.819365 -0.282628 -3.194422 -0.0450 0.0087 0.0242
C -2.710448 -0.844911 -2.589555 0.0491 0.0271 0.0064
N -2.484749 -0.796275 -1.272181 0.1399 -0.1315 0.1225
N -0.661475 -0.813748 1.521275 -0.2210 0.2225 -0.2783
C -0.937779 -2.176177 1.007374 0.0498 0.0632 -0.0134
C 0.153210 -2.644573 0.095583 0.0861 -0.0033 -0.0508
C 0.374757 -3.997484 -0.111615 -0.0048 0.0021 -0.0016
C 1.308362 -4.399640 -1.048530 -0.0031 -0.0075 0.0026
C 2.004055 -3.427255 -1.750705 0.0148 0.0095 0.0121
C 1.741939 -2.102301 -1.472478 0.0284 -0.0225 0.0454
N 0.838701 -1.699433 -0.568005 -0.1965 0.0325 -0.2762
C 0.113259 -0.944260 2.792747 0.0461 -0.0095 0.0438
C 1.526628 -0.435970 2.774754 0.0397 -0.1430 0.0573
C 2.226007 -0.241502 3.957018 0.0492 -0.0603 -0.0056
C 3.595743 -0.049017 3.897782 -0.0185 0.0072 0.0168
C 4.226514 -0.068276 2.660222 -0.0218 -0.0254 -0.0285
C 3.443953 -0.200187 1.531415 0.0678 -0.0355 -0.0620
N 2.116393 -0.353451 1.580416 -0.6137 0.1968 -0.3556
H -1.650175 1.012945 1.785258 -0.0039 -0.0113 -0.0178
H -2.215265 -0.250787 2.839765 -0.0138 0.0213 -0.0133
H -3.670252 -1.222056 1.328552 0.0910 -0.0380 0.0036
H -3.905322 0.480828 1.444976 -0.0179 -0.0216 0.0319
H -5.235943 0.888285 -0.362262 -0.0183 -0.0105 -0.0072
H -5.626942 0.820618 -2.811214 -0.0054 -0.0070 0.0035
H -3.961323 -0.359519 -4.263310 0.0112 0.0132 0.0054
H -1.958432 -1.359282 -3.180821 -0.0365 0.0024 0.0185
H -1.103844 -2.885830 1.821859 0.0202 0.0154 -0.0242
H -1.832087 -2.158887 0.403517 -0.2226 0.1091 -0.1655
H -0.191937 -4.723417 0.455927 -0.0016 -0.0008 0.0006
H 1.492142 -5.450273 -1.227591 -0.0012 0.0001 -0.0017
H 2.743484 -3.686143 -2.494670 -0.0010 0.0027 -0.0009
H 2.286327 -1.330542 -1.999525 -0.0061 -0.0143 -0.0035
H -0.441986 -0.525654 3.631168 0.0536 0.1237 -0.0321
H 0.224023 -2.010980 3.007422 -0.0822 0.0238 0.1132
H 1.707192 -0.271217 4.905876 0.0026 -0.0085 0.0002
H 4.167811 0.094327 4.804609 0.0019 -0.0018 -0.0003
H 5.298199 0.034574 2.569634 0.0003 0.0021 -0.0004
H 3.898041 -0.180830 0.547279 0.0037 0.0007 0.0254
C 0.256285 2.110521 -2.381153 0.0137 0.0366 -0.1202
C 1.519311 1.275228 -2.416855 -0.0256 -0.0350 -0.0109
N 2.062073 1.137033 -1.045495 -0.0096 -0.2362 0.1118
C 2.637930 2.423892 -0.554111 -0.0424 0.0308 -0.0101
C 2.311692 2.747134 0.898017 0.0366 0.0333 0.0328
S 0.618516 2.320727 1.360856 0.0485 -0.3638 -0.1146
C -0.349075 3.466914 0.338058 -0.0106 0.0024 0.0006
C -1.301268 2.709734 -0.570127 -0.0801 0.0429 0.0438
N -0.626175 1.633858 -1.302980 0.0511 -0.6415 0.2547
H -0.233733 2.051052 -3.355375 -0.0356 0.0174 0.0257
H 0.483626 3.165352 -2.227396 0.0134 -0.0111 0.0246
H 2.254160 1.704425 -3.103514 -0.0032 0.0202 0.0143
H 1.268645 0.275185 -2.772188 0.0111 0.0256 -0.0216
H 2.820410 0.464869 -1.087871 0.0184 0.0489 -0.0545
H 2.257901 3.223191 -1.187156 0.0100 0.0002 -0.0029
H 3.720894 2.424189 -0.692509 0.0040 -0.0015 0.0152
H 2.474224 3.807661 1.090882 -0.0060 0.0018 0.0016
H 2.939933 2.201591 1.599559 -0.0237 0.0153 -0.0232
H 0.350040 4.087378 -0.221495 -0.0039 -0.0042 -0.0105
H -0.906881 4.128969 0.998007 0.0126 0.0041 0.0036
H -1.786764 3.424306 -1.243912 0.0126 -0.0286 -0.0290
H -2.090519 2.250593 0.026536 -0.0078 0.0189 -0.0329
H -1.346523 1.058163 -1.713732 -0.1000 -0.2260 -0.0099

(2)
76
Properties=species:S:1:pos:R:3:forces:R:3 method="wB97M-V/def2-TZVPD" gap_ev="4.84 / 4.83" total_charge=-2 lumo_ev="3.949 / 3.942" e_above_lowest_kcal_mol=12.64 spin_multiplicity=2
Ti 0.064460 0.398095 0.038636 0.0560 -0.8034 0.4220
C -0.281277 3.373448 -3.168741 -0.0326 0.0464 0.0380
C -0.553769 2.242319 -2.234047 -0.0791 -0.0868 0.0484
N -0.059960 2.185134 -1.005589 0.0950 0.2472 0.0868
N 0.489198 3.297755 -0.432800 0.1486 -0.0146 -0.0099
C 0.775583 2.991545 0.801293 -0.5601 0.1837 -0.0973
O 0.547612 1.787741 1.264267 0.0916 0.0722 -0.1305
C 1.075187 4.062706 1.771014 0.3051 -0.0640 0.0685
C 1.184729 5.388317 1.359460 0.0026 -0.0127 0.0075
C 1.393240 6.390208 2.292112 0.0048 0.0251 -0.0299
C 1.500361 6.078920 3.641486 0.0056 -0.0188 0.0609
C 1.410029 4.755528 4.051501 -0.0036 0.0387 0.0115
C 1.198711 3.749683 3.122339 -0.0057 0.0140 -0.1000
C -1.416710 1.151841 -2.498792 -0.0214 0.0179 0.0147
C -2.142264 0.936222 -3.691503 0.0250 0.0139 0.0658
C -3.114171 -0.026796 -3.721714 -0.0295 -0.0138 -0.0212
C -3.382423 -0.780327 -2.563844 -0.0120 0.0250 0.0416
C -2.583342 -0.587161 -1.461240 -0.0417 -0.0437 -0.0227
N -1.595522 0.312265 -1.417981 0.3707 0.0007 -0.1857
H -1.028242 4.167973 -3.072617 -0.0032 -0.0035 -0.0009
H -0.281011 3.030339 -4.204116 -0.0086 0.0015 -0.0040
H 0.688799 3.809575 -2.935572 0.0010 -0.0130 0.0002
H 1.105884 5.613816 0.304969 -0.0160 -0.0042 -0.0047
H 1.475135 7.420558 1.965391 0.0093 -0.0002 0.0001
H 1.661394 6.865386 4.369880 0.0167 -0.0027 0.0004
H 1.515783 4.500254 5.098862 -0.0011 0.0067 0.0033
H 1.144509 2.713373 3.425942 0.0259 -0.0128 -0.0043
H -1.938003 1.549853 -4.558941 -0.0065 0.0142 0.0014
H -3.679321 -0.198215 -4.630721 -0.0106 0.0036 0.0085
H -4.167041 -1.522627 -2.536074 0.0105 -0.0153 -0.0111
H -2.712836 -1.159606 -0.550723 0.0156 -0.0177 -0.0175
S 5.189493 -0.932500 3.054543 0.0262 -0.0088 0.0182
Sb 3.501839 0.579071 2.700274 0.0461 0.0192 0.0726
S 4.076946 2.034688 1.020545 0.0444 0.0449 -0.0587
S 1.539675 -1.228007 1.285182 -0.2793 0.1680 -0.1014
S 0.375565 -1.615614 2.965093 0.1303 0.0671 0.0394
C 1.097935 -2.459630 -4.976752 -0.0132 0.0457 0.0007
N 1.669452 -3.387948 -4.030676 -0.1550 -0.0908 -0.0113
C 2.785185 -4.175332 -4.221054 0.0863 -0.0201 0.0433
C 3.043545 -4.784648 -3.043518 0.0663 0.0144 -0.0699
N 2.088741 -4.365712 -2.149132 -0.2176 -0.0555 -0.0533
C 2.032554 -4.660057 -0.728836 -0.0108 0.0104 0.0147
C 1.232345 -3.504460 -2.753439 0.2351 -0.1161 0.2753
Se -0.186162 -2.684447 -1.959282 -0.3453 -0.0782 -0.3858
H 1.439556 -2.722892 -5.976834 0.0042 0.0106 -0.0005
H 1.403497 -1.441490 -4.728784 0.0205 -0.0080 0.0019
H 0.012042 -2.513255 -4.914686 0.0041 -0.0050 -0.0116
H 3.293015 -4.229671 -5.166537 0.0210 0.0256 0.0048
H 3.821185 -5.472929 -2.766924 0.0284 0.0240 0.0078
H 2.786284 -5.411999 -0.503273 0.0154 0.0180 0.0115
H 1.038293 -5.025555 -0.474668 0.0115 -0.0228 -0.0056
H 2.215860 -3.747442 -0.157675 0.0210 0.0018 -0.0018
C -2.414014 -2.916525 3.587098 0.0073 0.0040 0.0285
N -2.221093 -2.260658 2.307878 -0.0631 0.0788 -0.0971
C -1.840437 -3.237394 1.306688 0.0122 -0.0155 0.0238
C -1.338060 -1.086542 2.351641 0.1991 -0.3855 -0.0593
O -1.199925 -0.580319 1.098993 -0.2048 0.5169 -0.0598
N -1.940671 -0.166170 3.313818 0.0069 0.0397 -0.0273
C -3.233421 0.312767 2.843620 -0.0599 -0.0417 0.0117
C -1.143625 0.979164 3.726821 0.0048 0.0201 -0.0007
H -1.537847 -3.516456 3.879826 0.0075 0.0098 0.0094
H -3.275978 -3.586809 3.514047 0.0130 -0.0095 -0.0058
H -2.601387 -2.176842 4.361535 -0.0179 -0.0052 -0.0057
H -2.622295 -3.999805 1.249032 0.0008 -0.0058 0.0022
H -0.884778 -3.726539 1.549865 0.0021 -0.0080 0.0015
H -1.730039 -2.779291 0.331886 0.0146 0.0103 0.0071
H -3.859300 -0.524116 2.541848 0.0038 -0.0035 -0.0019
H -3.130332 0.998163 1.988860 -0.0065 -0.0029 0.0099
H -3.723317 0.852720 3.658438 0.0024 0.0074 -0.0014
H -0.136041 0.671446 3.994946 0.0051 0.0016 -0.0268
H -1.623205 1.425730 4.603424 0.0057 -0.0028 0.0087
H -1.077096 1.743493 2.945388 -0.0019 -0.0018 0.0169
I 3.319754 -1.130086 -1.652958 0.0646 0.1223 0.1039
C 1.751173 0.323114 -1.352089 0.0180 -0.1183 0.0163
H 1.361206 0.432943 -2.366444 -0.0382 0.1133 0.0360
H 2.349161 1.199720 -1.079840 -0.0674 0.0483 -0.0203

(3)
67
Properties=species:S:1:pos:R:3:forces:R:3 method="wB97M-V/def2-TZVPD" gap_ev="5.90 / 5.47" total_charge=+2 lumo_ev="-8.419 / -8.844" spin_multiplicity=1
Ti -0.534154 -0.752909 0.167540 -0.4538 2.4392 0.1979
O -1.092375 -2.442162 -3.636979 0.2465 1.0053 0.8979
C -0.584409 -2.403260 -2.427865 -1.2006 -0.5966 -0.3114
O -0.994646 -1.590149 -1.561758 0.2039 0.3178 -0.1715
C 0.476224 -3.439843 -2.097019 2.7971 -0.1292 -1.2060
O 0.336548 -4.229116 -0.943190 -1.3782 -0.1809 -1.1104
C 0.926271 -3.992285 0.284203 1.2594 -0.5264 2.1236
C 0.389221 -2.702214 0.849528 -0.6015 -0.0813 1.0240
O 1.103680 -1.640809 0.571411 -0.9170 -0.2533 0.2650
O -0.776831 -2.533371 1.391229 2.7472 0.7082 -2.1015
H -1.705927 -1.677294 -3.882497 0.8892 -1.0641 0.6702
H 0.665103 -4.133833 -2.971993 -0.7512 0.7253 0.9433
H 1.447707 -2.832783 -2.089723 -1.0012 -0.4496 0.1695
H 0.610918 -4.779825 0.999361 -0.0793 0.1081 -0.7926
H 2.064259 -4.025951 0.329991 -1.3097 0.4330 -0.5229
C 0.923924 3.382379 -2.758488 0.0992 0.0180 0.6913
C 0.905561 1.829789 -2.701179 -1.3110 0.3686 0.0646
C 0.955148 1.216214 -4.096744 -0.1858 1.3001 -0.7774
C 2.021539 1.316423 -1.850491 1.9965 -0.8448 0.7517
C 3.348980 1.046274 -2.327526 -1.0458 0.6886 0.7788
C 4.356043 0.546290 -1.503643 -0.8664 -0.5141 -0.0989
C 4.168236 0.360511 -0.114934 -0.7667 1.2393 -1.0533
C 2.941048 0.726440 0.418135 -1.5062 -0.3904 -0.7483
C 2.671245 0.741901 1.903361 1.4488 -0.1908 0.5303
C 3.461303 -0.350928 2.629612 0.7001 -0.2875 0.3876
C 3.180323 2.088175 2.494432 0.7408 -0.3591 0.1988
C 1.844641 1.039924 -0.485755 0.9574 0.6059 0.3518
N 0.515989 1.107346 0.038299 -0.7980 -1.6406 0.2153
C 0.006392 2.015235 0.857869 -0.9441 -0.4557 0.8768
C -1.207269 1.643884 1.476215 -0.5677 -0.1360 0.6181
C -1.951815 2.136109 2.608581 1.0525 -1.5921 -2.7195
C -3.024601 1.292452 2.803822 -0.0813 -0.1257 -0.0139
C -3.038155 0.317700 1.777076 0.5601 0.0944 -0.7051
N -1.871647 0.430452 1.006322 0.2450 0.8412 0.8086
C -4.225311 -0.540498 1.328919 1.2892 -0.5990 -0.2188
C -5.176261 -0.466114 2.518291 -1.3284 -1.0855 -0.6130
C -3.813095 -2.038526 1.050361 -0.4821 0.1046 -0.5957
C -4.732864 0.093189 -0.009500 -1.6614 0.1327 0.3416
H 0.135459 3.975695 -3.249208 -0.2736 -1.0051 0.1276
H 1.806904 3.686931 -3.283817 0.8050 0.1904 -0.0914
H 0.993909 3.731741 -1.723130 0.0612 0.2712 -0.1629
H -0.041864 1.560533 -2.135864 0.7935 0.0686 -0.9671
H 1.535244 1.850527 -4.804566 -0.3366 -0.1806 0.5481
H -0.049899 1.173861 -4.524087 0.1280 -0.2862 -0.0412
H 1.479543 0.287033 -4.120192 -0.0663 -0.9919 0.0349
H 3.589918 1.347386 -3.333588 0.0575 -0.3312 -0.3021
H 5.235366 0.185834 -2.014174 0.4648 0.3320 0.2563
H 4.987811 0.111236 0.530789 0.2010 -0.2981 0.0440
H 1.639626 0.512844 2.117132 -0.5398 0.4624 0.0650
H 4.525776 -0.110939 2.579100 0.0166 -0.1279 0.0015
H 3.340033 -1.350835 2.219335 -0.1234 -0.0348 -0.2760
H 3.255457 -0.440738 3.706331 -0.2850 0.3575 -0.3376
H 4.159191 2.376383 2.051720 -0.5600 -0.4317 0.1075
H 3.381494 1.946925 3.565700 -0.2942 0.2220 -0.2308
H 2.553343 2.950457 2.352949 -0.5512 0.2651 -0.0635
H 0.475176 2.986696 1.085462 0.0307 -0.6107 -0.2100
H -1.706954 3.012361 3.115225 0.3050 1.1998 0.9326
H -3.705014 1.449987 3.639264 -0.1121 -0.3191 -0.5996
H -4.622870 -0.694060 3.419242 0.0567 -0.1753 0.2911
H -5.944139 -1.294088 2.394438 0.5307 1.4110 0.2629
H -5.605349 0.542959 2.643196 -0.1794 -0.6218 -0.1956
H -3.185462 -2.517296 1.809215 -0.0178 0.3803 -0.1580
H -3.405915 -2.192270 0.017766 0.2378 0.3855 0.7975
H -4.716241 -2.659721 0.989869 -0.0483 0.3167 0.1961
H -4.863197 1.174899 0.138315 0.1322 -0.2134 -0.2065
H -5.747059 -0.271067 -0.367665 1.0622 0.0858 0.9121
H -4.091230 -0.092089 -0.864035 0.5093 0.0514 0.1186